# C22H21FN4O2S2

A structure of composition C22H21FN4O2S2 at a distorted geometry (wB97M-V/def2-TZVPD, the Open Molecules 2025 dataset).

Atoms and positions in Å:
C  -7.438  -4.647  -0.995
C  -6.124  -4.574  -0.510
C  -5.183  -3.636  -0.700
C  -3.961  -3.675  -0.034
C  -2.801  -2.850  -0.108
N  -1.746  -3.203  0.874
C  -1.918  -4.256  1.618
N  -2.834  -5.290  1.421
C  -3.824  -4.852  0.691
S  -5.446  -5.705  0.556
H  -0.857  -4.844  2.242
S  -2.342  -1.416  -0.791
C  -0.911  -0.929  -0.374
H  -0.140  -1.868  -0.428
C  -0.431  0.298  -0.972
O  -1.282  1.000  -1.469
N  0.629  0.902  -0.652
C  1.720  0.359  0.341
H  1.454  -0.870  0.649
C  1.953  1.258  1.598
H  2.789  0.851  2.036
H  1.109  1.351  2.231
C  2.350  2.592  1.102
C  3.695  2.817  0.613
N  4.527  1.561  -0.189
O  5.513  2.120  -0.503
C  5.515  3.635  -0.377
C  6.755  4.247  -0.547
C  6.494  5.828  -0.183
C  5.235  6.168  0.385
C  4.337  5.203  0.652
C  4.488  3.954  0.193
H  3.360  5.627  1.151
F  5.138  7.543  0.557
H  7.241  6.512  -0.497
H  7.658  3.885  -0.932
H  2.290  3.246  1.708
C  1.198  3.191  0.199
C  1.179  2.078  -1.137
H  0.504  2.414  -1.737
H  1.944  2.030  -1.588
H  1.633  4.206  -0.213
H  0.335  3.333  0.445
H  2.647  0.310  -0.275
H  -0.695  -0.926  0.863
C  -5.540  -2.352  -1.637
H  -5.454  -1.331  -1.036
H  -6.577  -2.326  -2.073
H  -4.580  -2.349  -2.441
H  -7.703  -5.496  -0.623
H  -7.986  -3.867  -0.809
H  -7.310  -4.750  -2.184

Output
HOMO = -0.2771 Eh
molecular weight = 456.57 g/mol
E_LUMO = -0.6 eV
spin multiplicity = 1
gap between HOMO and LUMO = 0.25387 Ha



# C27H66BrN3O3P

A structure of composition C27H66BrN3O3P at a distorted geometry (wB97M-V/def2-TZVPD, the Open Molecules 2025 dataset).

Atoms and positions in Å:
Br  0.573  0.322  -1.256
C  2.431  1.396  -6.677
C  1.186  0.618  -6.325
O  0.567  -0.101  -7.128
N  0.571  0.909  -4.949
H  0.955  1.749  -4.541
H  -0.385  1.224  -5.034
C  0.561  -0.336  -4.119
H  2.161  2.446  -6.787
H  2.877  0.989  -7.584
H  3.197  1.508  -5.911
H  0.253  -0.120  -3.096
H  1.563  -0.760  -4.050
H  -0.099  -1.100  -4.530
C  1.546  4.952  -1.570
C  0.639  3.897  -1.037
O  -0.042  3.969  -0.006
N  0.499  2.672  -1.826
H  1.208  2.596  -2.541
H  0.787  1.847  -1.319
C  -0.871  2.632  -2.553
H  1.131  5.471  -2.433
H  2.581  4.612  -1.623
H  1.400  5.664  -0.758
H  -0.880  3.385  -3.341
H  -1.527  2.985  -1.758
H  -1.083  1.639  -2.950
C  -0.299  -3.155  -0.070
N  0.415  -3.272  -1.459
C  1.835  -2.577  -1.223
C  0.600  -4.772  -1.773
C  -0.288  -2.519  -2.626
C  -1.404  -3.380  -3.363
O  -2.234  -3.881  -2.370
H  -1.239  -3.701  -0.140
H  -0.513  -2.118  0.187
H  0.316  -3.715  0.635
H  1.562  -1.544  -1.435
H  2.487  -2.850  -2.053
H  2.222  -2.770  -0.222
H  1.255  -4.871  -2.639
H  -0.349  -5.283  -1.929
H  1.051  -5.217  -0.886
H  0.420  -2.251  -3.411
H  -0.620  -1.581  -2.182
H  -1.051  -4.073  -4.127
H  -2.006  -2.669  -3.930
H  -2.766  -4.579  -2.757
C  4.021  -0.651  1.534
C  2.831  -1.330  0.744
C  1.496  -1.378  1.483
C  0.965  0.064  1.822
P  -0.541  0.186  2.858
C  -2.053  -0.271  2.020
C  -2.041  -0.394  0.511
C  -3.409  -1.019  0.075
C  -3.234  -1.474  -1.365
C  -0.371  -0.881  4.384
C  0.795  -0.421  5.325
C  0.688  -1.252  6.683
C  -0.428  -0.678  7.733
C  -0.772  1.911  3.401
C  -1.099  2.879  2.129
C  -1.827  4.152  2.548
C  -1.706  5.283  1.483
H  3.772  0.383  1.772
H  4.978  -0.735  1.019
H  4.207  -1.351  2.349
H  3.104  -2.340  0.440
H  2.721  -0.757  -0.177
H  1.475  -1.889  2.446
H  0.791  -1.940  0.870
H  0.738  0.591  0.895
H  1.722  0.599  2.396
H  -2.796  0.430  2.402
H  -2.379  -1.186  2.515
H  -1.264  -1.026  0.082
H  -1.939  0.587  0.046
H  -4.158  -0.229  0.128
H  -3.833  -1.816  0.686
H  -2.979  -2.531  -1.292
H  -2.364  -0.980  -1.796
H  -4.118  -1.328  -1.986
H  -0.133  -1.918  4.146
H  -1.357  -0.877  4.850
H  0.873  0.648  5.523
H  1.748  -0.615  4.833
H  1.527  -1.523  7.324
H  0.348  -2.226  6.331
H  -1.399  -0.703  7.238
H  -0.197  0.367  7.938
H  -0.458  -1.367  8.577
H  0.036  2.205  4.071
H  -1.691  1.842  3.983
H  -1.910  2.462  1.532
H  -0.319  2.991  1.376
H  -1.410  4.545  3.475
H  -2.899  3.982  2.656
H  -2.169  5.083  0.516
H  -0.650  5.351  1.221
H  -2.123  6.260  1.724

Output
HOMO = -0.6268 Eh
molecular weight = 591.72 g/mol
E_LUMO = -8.2 eV
net charge = +3
spin multiplicity = 1
gap between HOMO and LUMO = 0.32606 Ha



# C19H22CoIN4O4S2

A structure of composition C19H22CoIN4O4S2 (wB97M-V/def2-TZVPD, the Open Molecules 2025 dataset).

Atoms and positions in Å:
Co  -0.059  -1.790  -0.262
N  -1.726  -0.473  0.026
C  -1.708  0.637  -0.930
C  -3.128  0.874  -1.486
C  -3.424  2.077  -2.398
C  -2.940  3.417  -1.856
N  -1.509  3.544  -2.074
C  -0.797  4.244  -1.265
N  -1.311  4.923  -0.189
N  0.557  4.390  -1.457
C  -0.660  0.360  -2.011
O  -0.295  1.356  -2.786
O  -0.184  -0.749  -2.127
H  -2.568  -1.033  -0.020
H  -1.570  -0.152  0.970
H  -1.354  1.512  -0.406
H  -3.759  0.973  -0.597
H  -3.455  -0.040  -1.994
H  -4.506  2.117  -2.536
H  -2.989  1.941  -3.390
H  -3.212  3.462  -0.789
H  -3.473  4.233  -2.353
H  -0.655  2.226  -2.424
H  -2.230  4.654  0.109
H  -0.679  5.154  0.558
H  0.925  3.666  -2.055
H  1.093  4.412  -0.604
S  1.648  -3.229  -0.650
C  0.884  -4.809  -0.482
C  1.643  -5.978  -0.661
C  1.086  -7.244  -0.541
C  -0.263  -7.373  -0.231
C  -1.027  -6.226  -0.049
C  -0.476  -4.943  -0.171
S  -1.486  -3.511  0.072
H  2.697  -5.868  -0.904
H  1.703  -8.126  -0.689
H  -0.716  -8.355  -0.131
H  -2.082  -6.308  0.194
I  5.806  1.801  5.425
C  4.313  1.453  4.002
C  3.686  2.537  3.403
C  2.694  2.291  2.457
C  2.330  0.995  2.123
C  2.973  -0.073  2.733
C  3.973  0.148  3.677
C  1.246  0.736  1.088
O  0.798  1.719  0.455
O  0.878  -0.467  1.002
H  3.966  3.549  3.666
H  2.184  3.111  1.965
H  2.682  -1.079  2.449
H  4.477  -0.686  4.147

Output
HOMO (spin up / spin down) = -0.1291 / -0.1337 Eh
molecular weight = 620.38 g/mol
E_LUMO (spin up / spin down) = 2.1 / 2.1 eV
net charge = -1
spin multiplicity = 2
gap between HOMO and LUMO (spin up / spin down) = 0.20468 / 0.20924 Ha



Number 1: total energy -57579.774 eV. Number 2: total energy -118980.077 eV. Number 3: total energy -101614.181 eV.